C5H8N2 | ωB97M-V/def2-TZVPD

Structure (XYZ):
```
15
Properties=species:S:1:pos:R:3:forces:R:3:nbo_charge:R:1
C 2.1758 -0.9943 0.4447 0.1 0.0 0.0 -0.398
N 0.9181 -0.2809 0.3990 -0.1 0.1 0.1 -0.345
C 0.2496 0.2651 1.4486 0.1 0.0 0.0 0.177
N -0.9240 0.7368 1.1072 0.2 -0.1 -0.1 -0.466
C -1.0379 0.4800 -0.2409 -0.1 0.0 -0.1 0.102
C -2.2689 0.8465 -1.0077 0.0 0.0 0.0 -0.631
C 0.0924 -0.1458 -0.6948 -0.1 0.0 0.0 -0.125
H 2.8398 -0.6520 -0.3546 -0.1 0.0 0.1 0.209
H 2.6575 -0.8033 1.4064 -0.1 0.0 -0.1 0.215
H 2.0136 -2.0722 0.3372 0.1 0.2 0.0 0.204
H 0.6805 0.2932 2.4430 -0.1 0.0 -0.2 0.191
H -3.1410 0.3158 -0.6092 0.1 0.1 -0.1 0.222
H -2.4762 1.9194 -0.9360 0.1 -0.2 0.0 0.223
H -2.1644 0.5845 -2.0656 0.0 0.0 0.2 0.211
H 0.3850 -0.4926 -1.6773 -0.1 0.0 0.2 0.213
```
Positions in Å, forces in eV/Å.

Results
ΔE to the lowest compared entry with this formula, charge and spin = 4.0 kJ/mol
SMILES = Cc1cn(C)cn1
E_HOMO = -8.5 eV
gap between HOMO and LUMO = 9.36 eV
total charge = 0